1.
C38H35ClInN2Si2 | ωB97M-V/def2-TZVPD

Element x y z (Å)
C (-0.941, -0.357, 1.249)
C (-2.028, 0.089, 0.459)
C (-2.184, -0.820, -0.624)
H (-2.692, 0.916, 0.703)
C (-1.194, -1.819, -0.517)
C (-0.387, -1.522, 0.638)
H (0.350, -2.181, 1.084)
H (-0.631, 0.048, 2.214)
H (-2.991, -0.806, -1.356)
H (-1.108, -2.718, -1.128)
In (1.090, -0.035, -0.976)
Si (1.039, 0.147, -6.945)
C (1.268, 1.702, -8.005)
C (2.341, 2.175, -8.791)
H (3.310, 1.661, -8.786)
C (2.175, 3.320, -9.596)
H (3.008, 3.710, -10.186)
C (0.948, 3.993, -9.663)
H (0.820, 4.898, -10.257)
C (-0.125, 3.487, -8.933)
H (-1.113, 3.952, -8.976)
C (0.035, 2.375, -8.110)
H (-0.836, 2.016, -7.545)
C (1.282, -1.289, -8.081)
C (0.513, -1.329, -9.261)
H (-0.217, -0.521, -9.462)
C (0.644, -2.410, -10.156)
H (0.057, -2.411, -11.080)
C (1.486, -3.479, -9.850)
H (1.556, -4.339, -10.528)
C (2.220, -3.459, -8.642)
H (2.856, -4.308, -8.383)
C (2.121, -2.375, -7.758)
H (2.672, -2.356, -6.801)
H (-0.486, -0.003, -6.866)
Si (0.982, 0.316, -3.648)
C (0.098, -1.302, -4.064)
C (-1.208, -1.283, -4.609)
H (-1.713, -0.328, -4.810)
C (-1.860, -2.489, -4.918)
H (-2.834, -2.466, -5.421)
C (-1.260, -3.729, -4.596)
H (-1.751, -4.680, -4.866)
C (-0.026, -3.733, -3.915)
H (0.405, -4.685, -3.571)
C (0.669, -2.539, -3.700)
H (1.654, -2.540, -3.214)
C (-0.104, 1.781, -3.893)
C (-1.381, 1.694, -3.295)
H (-1.619, 0.856, -2.628)
C (-2.353, 2.651, -3.587)
H (-3.347, 2.548, -3.142)
C (-2.047, 3.714, -4.453)
H (-2.819, 4.453, -4.692)
C (-0.755, 3.843, -4.997)
H (-0.529, 4.693, -5.655)
C (0.221, 2.884, -4.714)
H (1.218, 2.970, -5.154)
H (1.697, -0.045, -5.516)
Cl (2.971, 1.144, -3.561)
N (0.487, 2.224, -0.030)
C (1.080, 2.351, 1.276)
C (0.820, 3.464, 2.063)
C (1.426, 3.569, 3.333)
C (2.175, 2.538, 3.863)
C (2.447, 1.368, 3.101)
C (3.167, 0.247, 3.579)
C (3.301, -0.862, 2.771)
C (2.704, -0.891, 1.504)
N (2.099, 0.208, 1.000)
C (1.908, 1.313, 1.775)
H (-0.512, 1.984, -0.005)
H (0.614, 3.073, -0.586)
H (0.151, 4.237, 1.672)
H (1.296, 4.493, 3.890)
H (2.588, 2.609, 4.863)
H (3.582, 0.266, 4.583)
H (3.862, -1.729, 3.091)
H (2.727, -1.802, 0.884)

## Properties
Net charge: +1
Frontier orbital gap in eV: 6.43
E_LUMO in eV: -3.5
HOMO energy in eV: -9.9
Molecular weight in g mol⁻¹: 726.155
Energy above the lowest of the compared OMol25 structures with the same formula, charge and spin in kJ/mol: 82.8

---

2.
C31H34I2N8O4RuS2 | ωB97M-V/def2-TZVPD

Element x y z (Å)
Ru (-0.553, -0.598, 0.120)
I (3.971, -3.981, -0.516)
C (2.471, -3.119, -1.749)
C (2.666, -3.320, -3.136)
C (1.701, -2.937, -4.046)
I (1.809, -3.600, -6.018)
C (0.565, -2.180, -3.639)
C (-0.366, -1.583, -4.571)
C (-1.369, -0.810, -4.023)
C (-1.471, -0.609, -2.661)
N (-0.512, -1.093, -1.807)
C (0.499, -1.897, -2.255)
C (1.434, -2.298, -1.299)
O (1.226, -1.913, -0.071)
H (3.532, -3.787, -3.486)
H (-0.234, -1.697, -5.637)
H (-2.154, -0.324, -4.643)
H (-2.273, -0.033, -2.209)
C (6.210, -1.919, 4.688)
C (4.817, -1.971, 4.113)
C (4.373, -1.295, 2.953)
C (3.019, -1.274, 2.595)
C (2.119, -1.933, 3.404)
C (2.504, -2.588, 4.563)
C (3.858, -2.636, 4.873)
S (0.348, -1.962, 2.950)
O (-0.309, -1.981, 4.227)
O (0.105, -3.086, 2.069)
N (-0.096, -0.594, 2.025)
C (-0.289, 0.627, 2.650)
C (0.205, 0.962, 3.947)
C (-0.105, 2.209, 4.412)
C (-0.934, 3.074, 3.650)
C (-1.129, 2.721, 2.324)
N (-0.987, 1.510, 1.874)
H (6.300, -1.065, 5.400)
H (6.989, -1.704, 3.926)
H (6.460, -2.821, 5.243)
H (5.124, -0.794, 2.332)
H (2.606, -0.728, 1.706)
H (1.769, -2.985, 5.253)
H (4.147, -3.136, 5.825)
H (0.901, 0.281, 4.398)
H (0.309, 2.468, 5.409)
H (-1.287, 4.038, 4.118)
H (-1.490, 3.451, 1.584)
C (-2.171, 2.979, -3.720)
C (-1.659, 3.530, -2.386)
N (-0.850, 2.643, -1.550)
C (0.424, 2.348, -1.534)
S (1.050, 1.007, -0.459)
N (1.376, 2.916, -2.281)
C (1.375, 4.276, -2.874)
C (2.615, 4.499, -3.763)
H (-3.100, 3.526, -4.004)
H (-2.390, 1.923, -3.608)
H (-1.474, 2.994, -4.545)
H (-2.467, 3.773, -1.675)
H (-1.147, 4.521, -2.482)
H (-1.461, 2.082, -0.917)
H (2.199, 2.323, -2.469)
H (1.402, 4.937, -2.023)
H (0.450, 4.484, -3.425)
H (3.529, 4.071, -3.335)
H (2.709, 5.584, -3.954)
H (2.431, 4.059, -4.748)
C (-5.710, 0.854, 0.254)
N (-4.897, -0.383, 0.261)
C (-5.449, -1.612, 0.006)
C (-4.608, -2.679, 0.007)
C (-3.235, -2.445, 0.444)
N (-2.664, -1.221, 0.262)
C (-3.515, -0.168, 0.051)
O (-3.088, 0.948, -0.353)
N (-2.532, -3.425, 0.997)
H (-5.068, 1.651, -0.223)
H (-5.979, 1.166, 1.254)
H (-6.658, 0.755, -0.300)
H (-6.517, -1.711, -0.071)
H (-4.943, -3.663, -0.070)
H (-2.880, -4.366, 0.921)
H (-1.580, -3.267, 1.449)

## Properties
Net charge: +2
Frontier orbital gap (alpha / beta) in eV: 6.86 / 5.14
Spin multiplicity: 5
E_LUMO (alpha / beta) in eV: -6.2 / -8.0
HOMO energy (alpha / beta) in eV: -13.0 / -13.1
Molecular weight in g mol⁻¹: 1001.677
Energy above the lowest of the compared OMol25 structures with the same formula, charge and spin in kJ/mol: 0.0

---

3.
C4H13NO3 | ωB97M-V/def2-TZVPD

Element x y z (Å)
O (0.680, 0.972, 0.771)
C (0.768, -0.189, 0.317)
C (-0.073, -0.658, -0.817)
C (0.225, -0.104, -2.436)
C (1.630, 0.749, -2.464)
N (-1.522, -0.260, -0.591)
H (1.391, -0.978, 0.876)
H (0.213, -1.749, -0.980)
H (-0.713, 0.477, -2.939)
H (0.456, -1.022, -3.144)
H (2.439, 0.195, -2.180)
H (1.802, 1.217, -3.446)
H (1.413, 1.487, -1.712)
H (-2.090, -0.759, 0.139)
H (-2.150, -0.281, -1.462)
H (-3.583, 2.913, -0.083)
H (-2.733, 1.700, -0.048)
O (-3.108, 2.320, 0.516)
H (0.881, -1.787, 6.811)
H (2.277, -2.479, 6.366)
O (1.798, -1.761, 6.506)

## Properties
Net charge: 0
Frontier orbital gap in eV: 10.20
E_LUMO in eV: 0.4
HOMO energy in eV: -9.8
Molecular weight in g mol⁻¹: 123.152
SMILES string: CC[C@H](N)C=O.O.O
Energy above the lowest of the compared OMol25 structures with the same formula, charge and spin in kJ/mol: 389.1

---

4.
CH2FN3O3 | ωB97M-V/def2-TZVPD

Element x y z (Å)
C (-0.291, -0.081, -0.879)
N (0.395, -1.088, -1.297)
N (0.425, 0.356, 0.589)
N (-0.482, 0.499, 1.634)
O (-1.272, -0.415, 1.665)
O (-1.168, 0.552, -1.330)
O (-0.373, 1.410, 2.403)
F (1.012, 1.536, 0.324)
H (1.295, -1.387, -0.881)
H (0.459, -1.381, -2.228)

## Properties
Net charge: 0
Frontier orbital gap in eV: 11.12
E_LUMO in eV: 0.2
HOMO energy in eV: -10.9
Molecular weight in g mol⁻¹: 123.043
SMILES string: NC(=O)N(F)[N+](=O)[O-]
Energy above the lowest of the compared OMol25 structures with the same formula, charge and spin in kJ/mol: 0.0

---

5.
C2HNaO3Tl | ωB97M-V/def2-TZVPD

Element x y z (Å)
O (-1.328, -1.080, 0.892)
C (-1.472, -0.335, -0.090)
O (1.377, -0.321, 0.336)
C (0.817, 0.252, -0.544)
O (0.687, 1.282, -1.120)
Tl (0.476, -1.613, 2.048)
H (-2.145, -0.770, -0.887)
Na (-1.483, 2.332, -1.050)

## Properties
Net charge: +1
Frontier orbital gap (alpha / beta) in eV: 7.18 / 7.17
E_LUMO (alpha / beta) in eV: -4.6 / -4.6
HOMO energy (alpha / beta) in eV: -11.7 / -11.7
Molecular weight in g mol⁻¹: 300.400
Energy above the lowest of the compared OMol25 structures with the same formula, charge and spin in kJ/mol: 127.7

---

6.
C7H34O14 | ωB97M-V/def2-TZVPD

Element x y z (Å)
C (-3.111, -1.747, -0.310)
C (-1.664, -1.982, -0.039)
C (-1.097, -3.256, -0.075)
C (0.241, -3.441, 0.176)
C (1.039, -2.309, 0.474)
O (2.360, -2.525, 0.630)
C (0.493, -1.029, 0.520)
C (-0.863, -0.861, 0.270)
H (-3.332, -1.193, -1.247)
H (-3.563, -1.230, 0.532)
H (-3.652, -2.676, -0.379)
H (-1.680, -4.086, -0.254)
H (0.694, -4.414, 0.154)
H (2.837, -1.727, 1.056)
H (1.108, -0.213, 0.769)
H (-1.292, 0.145, 0.265)
H (2.049, 1.621, 0.269)
H (0.983, 2.675, 0.330)
O (1.487, 2.132, 0.881)
H (0.376, 1.347, 3.480)
H (0.362, 1.440, 1.960)
O (-0.206, 1.197, 2.728)
H (-2.565, 1.983, 0.298)
H (-3.187, 2.764, -0.853)
O (-2.440, 2.193, -0.623)
H (2.153, 2.125, 2.564)
H (2.738, 0.880, 3.154)
O (2.320, 1.691, 3.398)
H (0.853, -1.310, -2.652)
H (2.126, -1.654, -1.686)
O (1.832, -1.000, -2.321)
H (3.416, 0.264, 0.772)
H (4.512, -0.356, 1.664)
O (3.565, -0.296, 1.548)
H (-0.967, 0.972, -2.837)
H (-2.152, 1.042, -1.881)
O (-1.759, 0.609, -2.681)
H (-1.346, -0.128, 2.895)
H (-1.882, -1.470, 2.398)
O (-2.144, -0.667, 2.850)
H (-0.944, -2.420, -2.422)
H (-1.154, -0.960, -2.881)
O (-0.595, -1.794, -2.981)
H (-0.906, 2.944, -0.790)
H (0.345, 2.652, -1.657)
O (0.017, 3.207, -0.997)
H (3.212, 1.651, -1.364)
H (2.604, 0.190, -1.390)
O (3.107, 0.846, -0.852)
H (-2.932, 0.880, 2.162)
H (-1.785, 1.911, 2.280)
O (-2.705, 1.799, 1.927)
H (1.183, 0.519, -2.702)
H (1.109, 1.649, -3.680)
O (0.803, 1.418, -2.852)

## Properties
Net charge: 0
Frontier orbital gap in eV: 8.51
E_LUMO in eV: 0.1
HOMO energy in eV: -8.5
Molecular weight in g mol⁻¹: 342.335
Energy above the lowest of the compared OMol25 structures with the same formula, charge and spin in kJ/mol: 0.0